No. 1
{
  "formula": "C4H14N3O",
  "method": "ωB97M-V/def2-TZVPD",
  "elements": ["C", "O", "H", "H", "H", "H", "C", "C", "C", "N", "N", "N", "H", "H", "H", "H", "H", "H", "H", "H", "H", "H"],
  "positions_angstrom": [[0.7586, -2.3753, -2.7798], [-0.1545, -1.7773, -1.8247], [-0.9986, -1.6209, -2.3540], [0.4631, -3.4807, -2.7299], [1.7212, -2.3836, -2.2113], [0.8846, -1.8475, -3.7122], [0.3688, 1.9014, 0.4908], [-0.8545, 2.7147, -0.0349], [0.0073, -0.2518, 1.4748], [0.2911, 0.4385, 0.3299], [0.3155, 0.1825, 2.7215], [-0.4548, -1.5007, 1.3151], [1.3780, 2.2566, 0.3140], [0.3647, 2.1588, 1.5269], [-1.6207, 2.6759, 0.7357], [-1.1984, 2.2530, -1.0125], [0.0265, 0.2573, -0.6199], [0.6288, 1.1289, 2.8750], [0.0241, -0.4913, 3.4129], [-0.7459, -1.8350, 0.4213], [-0.5689, -2.0753, 2.1461], [-0.6359, 3.6716, -0.4847]],
  "nbo_charge": [-0.2691, -0.7831, 0.4784, 0.1944, 0.1899, 0.2003, -0.2354, -0.6340, 0.6852, -0.5696, -0.7677, -0.7553, 0.2256, 0.1769, 0.2259, 0.2128, 0.4499, 0.4378, 0.4224, 0.4484, 0.4111, 0.2550],
  "e_homo_ha": -0.5171,
  "multiplicity": 1,
  "energy_ha": -400.063632,
  "orbital_gap_ev": 11.290,
  "e_lumo_ev": -2.779,
  "e_above_lowest_kcal_mol": 43.2,
  "charge": 1
}

No. 2
{
  "formula": "C2H4NOP",
  "method": "ωB97M-V/def2-TZVPD",
  "elements": ["C", "C", "O", "P", "N", "H", "H", "H", "H"],
  "positions_angstrom": [[-0.0533, -0.1958, 0.9356], [-0.0072, -0.5994, -0.8783], [-0.2045, 0.7431, -1.3636], [0.0458, 1.9969, -0.3580], [0.0023, 1.1970, 0.9948], [-0.8889, -0.5683, 1.3057], [0.9314, -0.4374, 1.4138], [1.0648, -1.0123, -0.9218], [-0.8903, -1.1238, -1.1282]],
  "nbo_charge": [-0.2336, -0.1240, -0.8266, 1.3008, -0.9012, 0.1858, 0.2046, 0.1984, 0.1960],
  "e_homo_ha": -0.3480,
  "multiplicity": 1,
  "energy_ha": -549.897688,
  "orbital_gap_ev": 9.702,
  "e_lumo_ev": 0.233,
  "e_above_lowest_kcal_mol": 26.9,
  "smiles": "C1COP=N1"
}

No. 3
{
  "formula": "C4H4O2S2",
  "method": "ωB97M-V/def2-TZVPD",
  "elements": ["C", "C", "C", "C", "O", "O", "S", "S", "H", "H", "H", "H"],
  "positions_angstrom": [[-0.3994, -2.0014, 0.2905], [-0.5662, -0.9340, -0.2802], [-0.8957, 1.4810, 0.2702], [-0.8586, 0.3626, -0.7448], [1.7477, -0.2719, 1.4881], [2.1850, -1.1424, -0.7026], [0.6247, 1.5831, -0.7703], [2.3672, -0.0179, 0.1682], [-0.4055, -2.9154, 0.6544], [-1.7458, 2.1444, 0.1973], [-0.6547, 1.1899, 1.2057], [-1.3987, 0.5219, -1.7766]],
  "nbo_charge": [-0.0880, -0.0692, -0.4419, -0.3015, -0.9118, -0.8890, 0.1330, 1.6059, 0.2115, 0.2390, 0.2367, 0.2753],
  "e_homo_ha": -0.3435,
  "multiplicity": 1,
  "energy_ha": -1101.530104,
  "orbital_gap_ev": 9.248,
  "e_lumo_ev": -0.099,
  "e_above_lowest_kcal_mol": 82.3
}

No. 4
{
  "formula": "C5H6O2",
  "method": "ωB97M-V/def2-TZVPD",
  "elements": ["O", "C", "C", "O", "C", "C", "C", "H", "H", "H", "H", "H", "H"],
  "positions_angstrom": [[-0.9224, 1.9254, -1.9608], [-1.0256, 0.9203, -1.3012], [-0.6618, 0.8721, 0.1576], [-1.1353, -0.2873, 0.8681], [0.1984, -0.6175, 1.2294], [0.9239, -1.1594, 0.0957], [0.8156, 0.5724, 0.5082], [-1.3487, -0.0450, -1.7428], [-1.0069, 1.7881, 0.6570], [0.3657, -0.9586, 2.2428], [1.9155, -1.5584, 0.3109], [0.3826, -1.5936, -0.7316], [1.4989, 0.1415, -0.3334]],
  "nbo_charge": [-0.4992, 0.4126, -0.0532, -0.5037, 0.0522, -0.4082, -0.3105, 0.1119, 0.2203, 0.2077, 0.2385, 0.2345, 0.2971],
  "e_homo_ha": -0.3303,
  "multiplicity": 1,
  "energy_ha": -344.413735,
  "orbital_gap_ev": 9.728,
  "e_lumo_ev": 0.739,
  "e_above_lowest_kcal_mol": 118.1
}

No. 5
{
  "formula": "C12H17N3O2S",
  "method": "ωB97M-V/def2-TZVPD",
  "elements": ["C", "N", "C", "S", "N", "C", "C", "C", "N", "C", "O", "C", "C", "C", "C", "O", "C", "C", "H", "H", "H", "H", "H", "H", "H", "H", "H", "H", "H", "H", "H", "H", "H", "H", "H"],
  "positions_angstrom": [[-0.4872, -2.9102, -1.1174], [0.5534, -1.8309, -1.2805], [1.2886, -1.2756, -0.2653], [1.0644, -1.9851, 1.2060], [1.9908, -0.3306, -0.4891], [2.8880, -0.0413, 0.4083], [2.1702, 1.0858, 1.5531], [1.0928, 1.9406, 0.6379], [-0.1704, 1.1800, 0.7567], [-1.2269, 1.4773, 0.2294], [-1.4470, 2.7566, -0.3735], [-2.4633, 0.6359, 0.2890], [-2.3947, -0.8862, 0.8614], [-3.7117, -1.0824, 0.8112], [-4.3874, -0.1980, -0.0390], [-3.6300, 0.8121, -0.0204], [1.4932, 2.1086, -0.7937], [1.4860, 0.8460, -1.2564], [-0.4970, -3.2630, -0.1663], [-0.2791, -3.8328, -1.9171], [-1.5787, -2.6297, -1.4387], [0.5167, -1.4435, -2.3151], [3.1146, -0.7737, 1.2340], [3.7581, 0.5281, 0.1149], [2.8975, 1.7476, 2.0057], [1.8466, 0.8407, 2.3485], [0.9506, 2.7205, 1.2086], [-0.1014, 0.3160, 1.4503], [-1.5289, -1.1272, 1.4134], [-4.1775, -2.1602, 1.1770], [-5.3484, -0.2652, -0.2195], [2.5077, 2.7806, -0.9557], [0.9008, 2.7730, -1.2204], [0.6211, 0.6605, -1.7964], [2.2886, 0.8258, -2.0410]],
  "nbo_charge": [-0.4021, -0.6132, 0.3534, -0.3248, -0.4646, -0.2251, -0.3708, -0.0218, -0.6012, 0.5867, -0.7480, 0.2393, -0.3181, -0.2768, 0.0471, -0.3006, -0.4311, -0.2386, 0.2314, 0.1910, 0.2073, 0.3977, 0.2816, 0.2098, 0.2020, 0.1655, 0.2115, 0.4470, 0.2361, 0.2086, 0.1945, 0.2026, 0.2765, 0.2342, 0.2130],
  "e_homo_ha": -0.3025,
  "multiplicity": 1,
  "energy_ha": -1179.974992,
  "orbital_gap_ev": 8.672,
  "e_lumo_ev": 0.441,
  "e_above_lowest_kcal_mol": 300.0,
  "smiles": "CNC(=S)N1CCC(NC(=O)c2ccco2)CC1"
}